[1]
Density functional theory data (the ωB97M-V functional and the def2-TZVPD basis) for one molecule with the formula C23H28FN3O5 in a non-equilibrium geometry.

Last column: Mulliken charge in e.
CARTESIAN COORDINATES (ANGSTROEM)
1 F 1.638 -3.448 2.630  -0.3647
2 O 0.807 3.311 1.682  -0.2953
3 O 3.014 1.692 -1.181  -0.7063
4 O -3.512 1.647 1.545  -0.7336
5 O -0.698 -0.374 -1.236  -0.8148
6 O 4.825 -0.410 -0.874  -0.3638
7 N -3.118 -0.007 0.048  0.0242
8 N -0.681 1.651 -0.242  0.2506
9 N 1.652 0.351 -2.398  -0.1266
10 C -4.768 -1.823 -0.065  -0.8012
11 C -0.521 3.091 -0.299  -1.4721
12 C -4.485 -1.394 -2.426  -0.4126
13 C 0.543 1.285 -2.374  -0.9577
14 C -0.368 0.808 -1.235  0.9005
15 C -0.474 -0.120 1.457  -0.4852
16 C 2.748 0.588 -1.623  0.5869
17 C -2.749 0.947 0.910  -0.5690
18 C 5.363 -1.613 -0.680  -0.4544
19 C -1.129 -1.200 2.035  -0.2386
20 C 2.042 3.597 2.289  -0.7957
21 C -0.424 -2.322 2.437  -1.0476
22 C -4.494 -0.318 -0.270  -0.2102
23 C 3.340 -1.941 -1.514  -0.1701
24 C 1.628 -1.275 1.717  -1.0159
25 C -1.217 1.122 1.019  0.6569
26 C 0.945 -2.349 2.258  0.3113
27 C -4.774 -0.054 -1.758  -0.9186
28 C 0.911 -0.162 1.328  -0.0012
29 C 3.591 -0.594 -1.389  0.1271
30 C -5.104 -2.391 -1.450  -0.6932
31 C 4.497 -2.600 -1.052  -0.6627
32 C 0.807 3.572 0.295  -0.1953
33 H 0.957 2.279 -2.225  0.5148
34 H -3.871 -2.298 0.333  0.2105
35 H 2.852 3.025 1.822  0.3029
36 H 1.385 -0.609 -2.559  0.2903
37 H -1.340 3.531 0.276  0.5083
38 H 6.356 -1.650 -0.276  0.4871
39 H -2.197 -1.168 2.183  0.5764
40 H -3.407 -1.552 -2.494  0.0986
41 H 2.280 4.665 2.217  0.2960
42 H -4.719 -3.401 -1.584  0.3834
43 H 1.657 3.062 -0.181  0.1424
44 H 1.438 0.685 0.918  0.5809
45 H -6.185 -2.417 -1.594  0.2856
46 H 0.909 4.653 0.113  0.5989
47 H 2.443 -2.410 -1.864  0.4993
48 H 4.659 -3.657 -0.999  0.4699
49 H 2.701 -1.318 1.610  0.5610
50 H -4.160 0.759 -2.141  0.3623
51 H -5.106 0.313 0.380  0.6954
52 H -5.823 0.210 -1.893  0.3401
53 H -2.390 -0.504 -0.456  0.2719
54 H -0.925 -3.167 2.881  0.4769
55 H -0.607 3.435 -1.331  0.5961
56 H -4.910 -1.467 -3.426  0.4184
57 H 0.009 1.231 -3.326  0.1970
58 H -1.038 1.898 1.771  0.8618
59 H 1.946 3.314 3.335  0.2699
60 H -5.578 -1.989 0.643  0.3527

Results
E_HOMO: -8.836 eV
Gap between HOMO and LUMO: 9.42 eV
Energy relative to the best compared isomer or geometry (same formula, charge and spin): 5.4 kcal/mol
SMILES string: COCCN(C(=O)CNC(=O)c1ccco1)[C@@H](C(=O)NC1CCCC1)c1ccc(F)cc1

=====

[2]
Density functional theory data (the ωB97M-V functional and the def2-TZVPD basis) for C23H28GaNO as an isolated structure in a non-equilibrium geometry.

Last column: Mulliken charge in e.
CARTESIAN COORDINATES (ANGSTROEM)
1 Ga -1.320 -2.928 -0.030  0.3504
2 O 0.249 -3.280 0.887  -0.5133
3 N 1.777 -2.250 -0.563  0.1341
4 C 0.921 -0.121 2.284  2.6949
5 C -1.484 0.105 3.107  -1.0901
6 C -2.944 1.989 -0.899  -0.5789
7 C 1.341 -2.107 -1.966  -0.6075
8 C 2.304 1.616 -3.855  -0.5843
9 C -0.740 1.348 -1.170  0.0353
10 C 1.327 0.775 -4.389  -0.5396
11 C -1.588 2.391 -0.701  -1.1533
12 C -0.277 0.701 2.648  0.0212
13 C 3.010 1.220 -2.717  -0.5057
14 C 1.047 -0.443 -3.784  -0.4175
15 C -1.921 2.297 2.583  -0.6742
16 C 2.726 0.000 -2.094  -0.3841
17 C 1.731 -0.819 -2.625  0.8407
18 C -2.519 1.076 2.996  -0.9231
19 C 1.269 -1.052 3.431  -1.8534
20 C -2.926 -2.000 0.689  -0.7998
21 C 2.143 0.739 1.962  -1.9681
22 C -2.919 0.664 -1.424  -1.0096
23 C 0.917 -2.177 0.503  -0.4294
24 C 0.412 -0.866 0.981  2.5321
25 C -1.563 0.317 -1.687  -0.2628
26 C -0.528 2.067 2.382  -0.6943
27 H 2.015 1.341 1.058  0.2853
28 H 0.463 -0.114 0.170  -1.4570
29 H 3.269 -0.351 -1.211  0.3660
30 H -0.707 -1.028 1.048  -0.6534
31 H 1.444 -0.452 4.335  0.4335
32 H 2.523 -2.920 -0.432  0.3399
33 H -3.149 -2.354 1.678  0.3719
34 H -1.231 3.316 -0.246  0.5085
35 H 0.466 -1.755 3.654  0.2973
36 H 2.522 2.575 -4.313  0.4005
37 H 0.285 -1.117 -4.191  0.3593
38 H -1.572 -0.971 3.284  0.4511
39 H 0.342 1.351 -1.082  0.6767
40 H 0.782 1.065 -5.284  0.3871
41 H 3.027 0.109 1.810  0.4049
42 H 3.797 1.837 -2.295  0.3997
43 H 1.711 -2.978 -2.529  0.4998
44 H 2.357 1.421 2.797  0.4405
45 H 0.247 -2.250 -2.038  -0.0760
46 H -3.821 2.583 -0.654  0.4186
47 H -3.758 -0.015 -1.535  0.4564
48 H -2.915 -0.910 0.663  0.0158
49 H 0.227 2.784 2.070  0.4937
50 H 2.182 -1.628 3.240  0.4424
51 H -2.431 3.248 2.483  0.4870
52 H -3.720 -2.393 0.027  0.3909
53 H -3.583 0.906 3.164  0.4190
54 H -1.218 -0.561 -2.221  0.8206

Results
E_HOMO (spin up / spin down): -5.768 / -6.387 eV
Gap between HOMO and LUMO (spin up / spin down): 3.73 / 4.51 eV

=====

[3]
Density functional theory data (the ωB97M-V functional and the def2-TZVPD basis) for C23H28MoN4OSSi as an isolated structure.

Last column: Mulliken charge in e.
CARTESIAN COORDINATES (ANGSTROEM)
1 Mo -0.171 -0.566 0.177  0.3024
2 S -0.218 1.891 -0.548  -0.2017
3 Si -0.782 -2.582 -2.055  -0.0651
4 O -1.951 -0.170 0.780  -0.6319
5 N 0.004 2.417 -3.132  0.0304
6 N -0.096 -0.642 2.223  0.8724
7 N -1.292 -0.650 2.915  -1.4465
8 N 1.911 -0.465 0.645  0.4620
9 C 4.236 -0.348 0.152  -1.0760
10 C 4.539 -0.475 1.497  -0.5586
11 C -5.965 -0.119 1.846  -0.7468
12 C 2.908 -0.337 -0.237  -0.4066
13 C -0.151 -2.584 -0.272  -0.7326
14 C -6.321 -0.294 3.176  -0.3967
15 C 0.540 2.793 -4.310  -0.2560
16 C -4.631 -0.151 1.479  -0.3139
17 C -5.349 -0.506 4.148  -0.7224
18 C 1.169 -0.794 4.327  -1.6771
19 C -2.504 -1.869 -2.130  -0.9643
20 C 3.508 -0.596 2.419  -0.7389
21 C -2.250 -0.408 2.075  0.6841
22 C 0.382 -1.305 -2.825  -0.3777
23 C 2.656 2.868 -3.243  -0.3946
24 C -3.655 -0.365 2.452  0.5255
25 C 0.701 2.252 -1.982  0.2688
26 C -0.670 -4.244 -2.854  -0.9916
27 C 2.072 2.490 -2.048  -0.4777
28 C 1.887 3.022 -4.397  -0.6177
29 C 2.203 -0.598 1.963  0.5008
30 C -4.015 -0.544 3.791  -0.3375
31 C 1.032 -0.694 2.854  1.1487
32 H -6.727 0.047 1.096  0.4274
33 H 5.013 -0.265 -0.595  0.4823
34 H 0.843 -3.043 -0.212  0.4673
35 H 2.652 2.411 -1.140  0.6163
36 H 2.322 3.331 -5.335  0.4494
37 H -0.991 -4.195 -3.897  0.3518
38 H 1.413 -1.662 -2.870  0.3736
39 H 1.747 -1.684 4.583  0.4033
40 H -0.999 2.276 -3.071  0.2705
41 H -2.571 -0.849 -1.738  0.2919
42 H -5.634 -0.640 5.182  0.4166
43 H -4.344 -0.004 0.447  0.3802
44 H -0.150 2.903 -5.133  0.4436
45 H 1.711 0.075 4.707  0.4076
46 H -3.218 -2.474 -1.567  0.3557
47 H -1.318 -4.955 -2.340  0.3413
48 H 5.568 -0.481 1.830  0.4519
49 H 2.620 -0.239 -1.276  0.7550
50 H 0.405 -0.343 -2.275  -0.3259
51 H -2.846 -1.837 -3.167  0.4249
52 H 3.716 -0.687 3.475  0.5179
53 H 0.195 -0.846 4.800  0.3528
54 H 0.347 -4.638 -2.830  0.3444
55 H -0.799 -3.104 0.444  0.5007
56 H -7.364 -0.264 3.460  0.4126
57 H -3.251 -0.709 4.538  0.4625
58 H 3.720 3.063 -3.278  0.4441
59 H 0.072 -1.018 -3.833  0.5171

Results
Net charge: +2
E_HOMO (spin up / spin down): -13.834 / -13.829 eV
Gap between HOMO and LUMO (spin up / spin down): 6.60 / 6.47 eV
Energy relative to the best compared isomer or geometry (same formula, charge and spin): 0.0 kcal/mol
Expectation value of S²: 2.0215
2S+1: 3

=====

[4]
Density functional theory data (the ωB97M-V functional and the def2-TZVPD basis) for C23H28N3ORuS as an isolated structure.

Last column: Mulliken charge in e.
CARTESIAN COORDINATES (ANGSTROEM)
1 Ru 0.025 -0.450 0.026  0.3491
2 S 1.649 0.879 -0.516  0.2776
3 O 1.368 -1.501 1.110  -0.7922
4 N 2.630 -1.084 1.033  0.6499
5 N 2.146 2.406 -0.110  -0.3931
6 N 0.499 -1.421 -1.661  -0.3426
7 C 2.345 1.283 -3.210  0.8087
8 C 2.139 -4.940 -4.833  -1.5584
9 C 5.070 3.185 -4.398  -1.6365
10 C 2.477 -2.846 -6.152  -2.0223
11 C -0.003 -2.644 -1.900  -0.7406
12 C 2.968 4.439 -4.991  -1.6517
13 C 2.989 -0.003 0.308  0.7400
14 C 0.204 -3.866 -6.026  -1.5471
15 C 1.886 0.468 -2.250  -0.8669
16 C 4.309 0.395 0.248  -0.4042
17 C 1.705 -1.570 -3.710  0.0290
18 C 3.289 2.101 -5.755  -2.1161
19 C 3.010 3.480 -2.218  -0.2458
20 C 1.504 -3.603 -5.249  1.8463
21 C 0.287 -3.351 -3.042  -0.7534
22 C 2.623 3.354 -0.836  -0.4799
23 C 4.870 -1.414 1.701  -0.6332
24 C 2.946 2.613 -3.254  0.2915
25 C 3.547 3.068 -4.596  1.6923
26 C 5.268 -0.318 0.948  -0.5190
27 C 3.543 -1.783 1.730  -0.3760
28 C 1.347 -0.880 -2.560  -0.3825
29 C 1.165 -2.821 -3.993  0.3806
30 H 2.426 -1.139 -4.387  0.9205
31 H 2.227 0.863 -4.199  0.5094
32 H 6.306 -0.019 0.915  0.4583
33 H 3.439 -2.673 -5.665  0.4303
34 H -0.260 -2.933 -6.350  0.3774
35 H 2.065 -1.891 -6.487  0.4413
36 H 3.260 5.231 -4.303  0.3700
37 H 2.672 -3.442 -7.044  0.4379
38 H -0.656 -3.051 -1.138  0.4085
39 H 2.788 4.261 -0.255  0.4577
40 H 3.347 4.717 -5.974  0.4606
41 H 2.400 -5.508 -5.725  0.4437
42 H 4.572 1.267 -0.336  0.3445
43 H 3.051 -4.784 -4.254  0.3832
44 H 5.532 3.518 -5.328  0.4550
45 H -0.165 -4.323 -3.174  0.5178
46 H 1.456 -5.551 -4.242  0.3626
47 H 5.512 2.222 -4.132  0.3687
48 H 2.225 1.978 -5.970  0.4497
49 H 5.580 -1.995 2.272  0.4339
50 H 3.745 1.121 -5.595  0.4649
51 H 5.322 3.908 -3.623  0.3916
52 H -0.523 -4.424 -5.435  0.3736
53 H 3.141 -2.620 2.281  0.4577
54 H 3.443 4.452 -2.412  0.3453
55 H 1.879 4.411 -5.045  0.3931
56 H 0.429 -4.458 -6.913  0.4565
57 H 3.747 2.514 -6.653  0.4827

Results
Net charge: +2
E_HOMO (spin up / spin down): -13.754 / -14.613 eV
Gap between HOMO and LUMO (spin up / spin down): 6.02 / 6.89 eV
Energy relative to the best compared isomer or geometry (same formula, charge and spin): 0.0 kcal/mol
Expectation value of S²: 0.7550
2S+1: 2

=====

Going through the records in order, we get E values of -41731.319, -80210.953, -52868.792, -44220.321 eV.